Below is the ion C3H11BN3O2 with charge +1, with properties calculated with the ωB97M-V functional and the def2-TZVPD basis.

Its LUMO energy is -5.94 eV. The spin multiplicity is 1. The net charge is +1. As for the orbital gap: 0.3044 hartree. Its structure (SMILES) is CCOB(O)NC(N)=[NH2+]. As for the HOMO energy: -14.219 eV.

Geometry as XYZ:
```
20
Properties=species:S:1:pos:R:3:forces:R:3:mulliken_charge:R:1
C 0.2364 0.7374 2.1580 0.298 0.820 1.069 -0.821
C -1.2997 0.4231 1.7270 -0.586 2.145 1.383 -0.291
O -1.5263 -0.5175 0.6419 3.132 -2.067 -0.367 -0.400
B -0.3697 -1.3493 0.2950 -0.682 -0.600 1.735 0.533
O -0.0637 -2.7094 0.7971 0.717 3.979 -1.004 -0.504
N 0.6217 -0.7289 -0.7208 -1.448 0.406 -0.006 -0.235
C 0.2048 0.0825 -1.7640 -0.065 3.049 -1.816 0.240
N 0.3546 -0.3467 -3.2325 1.245 0.308 3.583 -0.507
N -0.4174 1.4784 -1.5638 3.808 -4.266 -0.154 -0.342
H 0.9323 1.1564 1.2845 -1.518 -1.148 1.786 0.200
H 0.1830 1.6433 2.9360 -0.005 -2.008 -1.706 0.334
H 0.7745 -0.1316 2.7751 -1.190 1.713 -1.682 0.269
H -1.7743 1.4638 1.3822 0.989 -2.283 0.596 0.270
H -1.9439 0.1147 2.6818 1.605 0.378 -2.129 0.319
H 0.9275 -2.8754 0.8338 -1.826 0.086 -0.304 0.319
H 1.6506 -0.8762 -0.5883 -1.341 -0.361 -1.080 0.300
H 0.3220 -1.3976 -3.3007 0.039 1.283 0.537 0.345
H 1.3379 -0.1000 -3.5424 -1.488 0.163 0.147 0.337
H 0.0745 2.1517 -2.2177 -1.275 -1.093 0.341 0.344
H -0.2243 1.7810 -0.5822 -0.410 -0.506 -0.928 0.289
```
Forces are in eV/Å.

---

Below is a cluster of 4 separate species, C3H13NO3 in total, with properties calculated with the ωB97M-V functional and the def2-TZVPD basis.

Its LUMO energy (alpha / beta) is -4.33 / -7.82 eV. The spin multiplicity is 2. The net charge is +1. Its expectation value of S² is 0.77. As for the orbital gap (alpha / beta): 0.3800 / 0.2513 hartree. As for the HOMO energy (alpha / beta): -14.671 / -14.653 eV.

Geometry as XYZ:
```
20
Properties=species:S:1:pos:R:3:forces:R:3:lowdin_spin:R:1
C -0.5762 -1.5758 -1.6921 0.036 -0.163 -0.192 0.023
C 0.1040 -0.8919 -0.5643 -0.188 0.647 -0.480 0.150
C 1.4078 -1.2420 -0.1813 -0.606 0.048 0.141 0.470
N -0.4917 0.1931 -0.0203 1.576 0.352 0.842 0.273
H -0.3914 -1.0816 -2.6556 0.130 -0.094 0.157 0.002
H -1.6490 -1.5653 -1.5386 -0.171 -0.040 0.003 0.003
H -0.2268 -2.6074 -1.7383 -0.009 0.055 -0.226 0.003
H 1.9830 -0.5199 0.3857 0.049 -0.339 0.393 0.019
H 1.8490 -2.1198 -0.6225 0.246 -0.073 0.030 0.021
H -0.4817 1.0945 -0.5119 -1.099 -0.343 -0.586 0.014
H -0.1231 0.4247 0.9084 0.273 0.125 0.064 0.004
H 1.2449 1.4357 3.0451 -0.161 -0.383 0.028 0.000
H 1.7408 2.0646 1.7842 -0.141 -0.202 -0.422 0.000
O 1.2926 1.2637 2.0952 0.166 0.412 0.283 0.001
H 1.8352 3.0166 -1.1899 -0.039 -0.049 0.079 0.000
H 1.8537 1.4916 -1.0287 0.261 0.213 -0.100 0.001
O 1.5495 2.3017 -0.6053 -0.197 -0.148 -0.100 0.006
H -2.6619 -1.5617 0.6617 -0.449 -0.214 0.367 0.000
H -2.9507 -0.2688 0.0092 -0.546 0.178 0.199 0.001
O -3.3709 -0.9055 0.6072 0.867 0.017 -0.478 0.008
```
Forces are in eV/Å.

---

Below is a cluster of 2 separate species, C10H20O5S in total, with properties calculated with the ωB97M-V functional and the def2-TZVPD basis.

Its LUMO energy is 0.15 eV. The spin multiplicity is 1. As for the orbital gap: 0.3644 hartree. Its structure (SMILES) is CC[C@@H](C)[C@@]1(C)COS(=O)(=O)O1.CC(C)=O. As for the HOMO energy: -9.763 eV.

Geometry as XYZ:
```
36
Properties=species:S:1:pos:R:3:forces:R:3:mulliken_charge:R:1
C -2.6843 2.0068 1.5324 -0.419 0.367 1.194 -0.832
C -2.6164 0.3712 1.4618 -0.788 -0.050 -0.074 -0.569
C -2.4295 -0.2489 -0.0523 -0.660 -0.239 0.535 -0.102
C -3.7798 0.0096 -1.0043 0.894 -1.078 0.352 -1.217
C -1.0238 0.1564 -0.7915 2.189 -2.164 -2.383 1.223
C -0.0541 -1.1836 -1.0382 0.635 -0.251 0.309 -0.932
C -1.0314 0.8182 -2.2910 0.009 0.598 -2.083 -0.654
O -0.8297 2.2827 -2.1386 1.977 -1.367 2.227 -0.386
S 0.5553 2.2921 -1.0883 0.789 3.530 -0.969 1.081
O 0.5615 3.6634 -0.3309 -0.019 -6.036 -2.831 -0.565
O 1.8012 1.9540 -1.9753 -4.938 0.653 3.989 -0.536
O -0.0537 1.0366 -0.0622 -0.087 2.048 -1.694 -0.339
H -2.9407 2.2777 2.6666 0.572 -0.548 -2.422 0.320
H -1.6825 2.5612 1.2911 -1.938 -1.254 0.248 0.178
H -3.5790 2.4835 0.9054 2.048 -1.271 1.144 0.230
H -1.8325 -0.0975 2.2218 -1.436 1.235 -1.792 0.274
H -3.6769 -0.0226 1.8428 2.266 0.764 -0.891 0.338
H -2.3974 -1.4342 0.0892 0.103 2.650 -0.366 0.250
H -3.9305 1.1345 -1.2889 0.262 -2.268 0.481 0.271
H -4.7070 -0.4310 -0.4161 1.906 1.127 -1.206 0.357
H -3.6140 -0.7004 -1.9478 -0.577 1.846 1.818 0.329
H 0.0184 -1.4814 -2.1738 -0.471 0.462 2.261 0.251
H -0.3772 -2.0997 -0.3858 0.577 1.759 -1.317 0.372
H 1.0564 -0.9007 -0.7090 -2.610 -0.642 -0.704 0.001
H -0.1318 0.5523 -3.0279 -1.649 -0.220 2.179 0.334
H -1.9500 0.6732 -3.0019 1.339 0.314 1.992 0.291
C 4.5827 -2.5271 1.9199 -0.314 -0.394 0.149 -1.173
C 3.5584 -1.7705 1.1171 -1.448 -0.488 -0.140 0.850
C 4.0020 -0.4947 0.4527 -0.464 0.064 -0.187 -0.615
O 2.4034 -2.1790 1.0083 1.442 0.481 0.151 -0.516
H 4.1213 -3.4267 2.3412 0.084 0.213 -0.108 0.307
H 5.4117 -2.8287 1.2747 0.080 0.174 0.134 0.319
H 4.9463 -1.9035 2.7404 0.172 -0.009 -0.156 0.319
H 4.8051 -0.7057 -0.2579 0.091 0.118 0.171 0.309
H 4.3398 0.2195 1.2078 0.179 -0.065 -0.117 0.318
H 3.1585 -0.0568 -0.0915 0.208 -0.059 0.105 -0.086
```
Forces are in eV/Å.

---

Below is a structure of composition C44H49HgN2OPS6, with properties calculated with the ωB97M-V functional and the def2-TZVPD basis.

Its LUMO energy (alpha / beta) is -3.18 / -5.08 eV. The spin multiplicity is 2. The net charge is +1. Its expectation value of S² is 0.76. As for the orbital gap (alpha / beta): 0.2477 / 0.1779 hartree. As for the HOMO energy (alpha / beta): -9.923 / -9.925 eV.

Geometry as XYZ:
```
104
Properties=species:S:1:pos:R:3:forces:R:3:lowdin_spin:R:1
Hg 0.6005 -0.1370 0.6784 -0.371 -0.965 -0.198 0.002
C 1.3268 0.6103 3.4822 0.009 0.031 0.329 0.001
C 1.2499 -0.6961 3.7096 0.050 0.159 0.125 0.001
S -0.4601 -2.3213 1.3232 0.290 0.599 -0.055 -0.003
C -1.1625 -3.1046 -0.1647 0.300 0.489 0.293 0.000
C -2.2653 -2.3079 -0.8378 0.181 0.168 -0.324 0.000
S -1.7540 -0.6976 -1.5223 0.146 -0.064 -0.024 0.000
C -0.7665 -1.1562 -2.9999 -0.435 -0.120 0.448 0.000
C 0.2779 -0.0944 -3.2976 0.586 0.096 0.217 0.000
S 1.7545 -0.4042 -2.2445 -0.380 0.160 -0.102 0.001
C 2.6599 1.1651 -2.2874 -0.269 -0.544 -0.137 0.015
C 2.0583 2.2924 -1.4705 0.236 0.054 0.412 0.061
S 2.0038 1.9981 0.3146 -0.648 -0.209 -0.078 0.643
H 2.2636 1.0903 3.2342 0.113 -0.030 -0.127 0.000
H 0.4801 1.2657 3.6408 -0.104 0.003 -0.078 0.000
H 0.3347 -1.1651 4.0376 -0.192 -0.015 -0.052 0.000
H 2.1070 -1.3435 3.6164 0.168 -0.077 -0.140 0.000
H -1.5788 -4.0455 0.2040 0.066 -0.005 -0.136 0.000
H -0.3417 -3.3210 -0.8482 -0.205 -0.185 -0.130 0.000
H -3.0343 -2.0503 -0.1100 -0.043 -0.007 -0.007 0.000
H -2.7197 -2.8861 -1.6445 -0.081 -0.011 0.012 0.000
H -1.4615 -1.2658 -3.8320 0.165 -0.054 -0.090 0.000
H -0.2822 -2.1137 -2.8024 -0.048 -0.080 -0.115 0.000
H -0.1043 0.9021 -3.0742 -0.055 0.065 -0.117 0.000
H 0.5933 -0.1531 -4.3400 -0.098 0.091 0.013 0.000
H 2.7527 1.4622 -3.3342 0.096 0.117 0.082 0.001
H 3.6477 0.9066 -1.9043 0.052 0.043 -0.128 0.001
H 1.0415 2.5261 -1.7883 -0.124 0.097 -0.061 0.016
H 2.6700 3.1866 -1.5915 -0.091 0.096 -0.067 0.001
S -1.0354 2.4727 -0.3335 0.432 -0.052 0.007 0.189
C -2.6105 2.6039 0.1757 0.631 0.525 -0.923 0.024
N -3.5006 3.2675 -0.5628 0.245 -0.235 0.309 0.004
C -4.8721 3.3477 -0.1138 -0.670 -0.045 0.458 0.002
C -4.8732 3.5476 1.3950 -0.192 0.339 -0.456 0.000
N -4.1515 2.4581 2.0154 0.201 0.169 -0.462 -0.001
C -4.7578 1.8509 3.1832 -0.159 -0.288 0.427 0.000
C -5.9713 1.0472 2.7765 -0.020 0.092 0.086 0.000
C -7.2202 1.2781 3.3355 0.147 -0.002 0.022 0.000
C -8.3107 0.5199 2.9411 -0.123 -0.035 -0.039 0.000
C -8.1640 -0.4607 1.9754 -0.039 -0.030 0.071 0.000
C -6.9193 -0.6925 1.4116 -0.025 -0.015 -0.063 0.000
C -5.8300 0.0556 1.8127 0.058 -0.001 -0.055 0.000
C -3.0402 1.9898 1.4409 -0.048 -0.944 1.645 0.003
S -2.1644 0.7351 2.0964 -0.073 0.154 -0.324 0.007
C -3.1184 3.8206 -1.8471 0.210 0.124 -0.451 0.003
C -2.0055 4.8406 -1.7334 -0.024 0.232 -0.105 0.003
C -2.0234 5.7995 -0.7300 -0.069 -0.086 -0.151 0.002
C -0.9780 6.6958 -0.5983 0.041 0.041 0.046 0.000
C 0.0906 6.6497 -1.4766 0.063 0.057 0.081 0.002
C 0.0958 5.7226 -2.5044 0.001 -0.052 -0.080 0.000
C -0.9465 4.8234 -2.6327 -0.194 0.107 0.013 0.003
H -5.4095 2.4242 -0.3683 0.006 0.128 0.022 0.000
H -5.3678 4.1825 -0.6090 0.089 -0.019 0.026 0.000
H -5.8961 3.5576 1.7748 0.085 -0.036 -0.058 0.000
H -4.3923 4.5026 1.6467 -0.126 -0.061 -0.005 0.000
H -5.0324 2.6422 3.8855 0.018 -0.024 -0.037 0.000
H -4.0162 1.1981 3.6518 -0.106 0.242 -0.046 0.000
H -7.3427 2.0409 4.0913 0.010 0.097 0.073 0.000
H -9.2770 0.6992 3.3872 -0.089 0.017 0.035 0.000
H -9.0105 -1.0560 1.6718 -0.122 -0.035 -0.036 0.000
H -6.7991 -1.4594 0.6615 0.012 -0.089 -0.059 0.000
H -4.8550 -0.1340 1.3863 0.095 -0.047 -0.045 0.000
H -4.0032 4.2781 -2.2953 0.008 -0.108 0.081 0.000
H -2.7878 3.0005 -2.4953 -0.053 0.073 0.006 0.001
H -2.8513 5.8417 -0.0364 -0.092 -0.023 0.108 0.000
H -0.9956 7.4256 0.1959 0.006 0.090 0.082 0.000
H 0.9193 7.3302 -1.3583 0.057 0.110 -0.008 0.000
H 0.9195 5.6939 -3.2010 0.087 0.001 -0.092 0.000
H -0.9339 4.0930 -3.4286 0.014 -0.145 -0.077 0.000
O 2.7654 -1.3503 0.6822 -0.148 0.318 0.051 0.004
P 3.9649 -2.1451 0.3145 0.506 -0.532 -0.081 0.000
C 4.6985 -2.8490 1.8149 -0.078 0.250 -0.607 0.000
C 3.8986 -3.7679 2.4845 -0.084 -0.084 -0.042 0.000
C 4.3085 -4.2783 3.7006 -0.071 -0.037 0.016 0.000
C 5.5081 -3.8575 4.2539 -0.013 0.038 0.033 0.000
C 6.2992 -2.9377 3.5881 0.150 0.038 0.091 0.000
C 5.9011 -2.4306 2.3620 -0.003 -0.029 -0.069 0.000
C 3.5765 -3.5384 -0.7814 0.166 0.364 0.312 0.000
C 2.3096 -3.5828 -1.3401 -0.055 0.185 0.113 0.000
C 1.9670 -4.5981 -2.2129 0.034 -0.098 -0.049 0.000
C 2.9014 -5.5715 -2.5271 -0.053 0.026 0.015 0.000
C 4.1658 -5.5378 -1.9581 0.110 -0.119 -0.064 0.000
C 4.5084 -4.5243 -1.0821 -0.016 0.050 0.061 0.000
C 5.1623 -1.0948 -0.5626 -0.281 -0.433 0.280 0.001
C 5.6909 -1.4078 -1.8086 -0.040 -0.071 0.117 0.000
C 6.4696 -0.4757 -2.4723 0.087 -0.011 -0.203 0.001
C 6.7222 0.7582 -1.8984 -0.001 0.074 0.000 0.000
C 6.2103 1.0650 -0.6458 0.023 0.080 0.004 0.002
C 5.4263 0.1408 0.0191 0.002 0.057 0.079 0.006
H 2.9555 -4.0665 2.0428 -0.069 -0.068 0.061 0.000
H 3.6945 -4.9972 4.2201 -0.077 -0.070 0.059 0.000
H 5.8180 -4.2389 5.2145 0.066 -0.063 0.079 0.000
H 7.2281 -2.6116 4.0298 0.111 0.034 0.027 0.000
H 6.5171 -1.7162 1.8352 0.090 0.053 -0.008 0.000
H 1.6198 -2.7965 -1.0726 -0.117 -0.066 0.052 0.000
H 0.9796 -4.6393 -2.6491 -0.100 0.012 -0.034 0.000
H 2.6421 -6.3611 -3.2143 -0.017 -0.120 -0.071 0.000
H 4.8810 -6.3085 -2.2028 0.083 -0.055 0.000 0.000
H 5.4897 -4.4906 -0.6287 0.107 -0.083 0.023 0.000
H 5.4918 -2.3692 -2.2608 -0.047 -0.004 -0.049 0.000
H 6.8754 -0.7145 -3.4455 0.019 0.009 -0.037 0.000
H 7.3128 1.4889 -2.4286 0.110 0.058 -0.052 0.000
H 6.4168 2.0250 -0.1974 0.021 0.090 0.055 0.000
H 4.9985 0.3715 0.9862 -0.020 0.082 0.049 0.003
```
Forces are in eV/Å.

---

Asked for DFT total energy across the records above, the calculation gives -460.242747 -402.247446 -1167.201479 -4774.524696 Eh in order.
Asked for energy above the lowest of the compared OMol25 structures with the same formula, charge and spin across the records above, the calculation gives 86.01 25.19 63.02 53.00 kcal per mole in order.
Asked for max |F| across the records above, the calculation gives 5.72 1.82 6.67 1.90 eV/A in order.